73
Properties=species:S:1:pos:R:3:forces:R:3:lowdin_charge:R:1 method="wB97M-V/def2-TZVPD" e_above_lowest_kcal_mol=23.84
Pt -0.58412 -0.56842 1.02692 0.3 0.0 0.5 1.1894
O 0.49362 -0.88638 4.94117 0.0 -0.1 -0.1 0.0753
C 0.25742 -0.60016 3.78439 -0.1 0.5 0.3 -0.5976
O 0.50412 -1.29644 2.73356 -0.6 -0.1 -1.2 -0.1294
C -0.32032 0.78419 3.49435 0.2 0.0 0.2 -0.1564
C -0.60044 1.69265 4.50003 0.1 0.0 0.0 0.0213
C -1.04635 2.95520 4.15300 0.0 0.0 0.0 -0.0390
C -1.16388 3.28749 2.80894 0.0 0.0 0.0 -0.0431
C -0.86994 2.32834 1.85989 0.1 0.1 -0.1 -0.1046
N -0.47893 1.10201 2.20649 -0.3 -0.4 -0.6 -0.0414
H -0.45053 1.37576 5.52215 0.0 0.0 0.0 0.1261
H -1.28766 3.68148 4.91751 0.0 0.0 0.0 0.1116
H -1.47809 4.27330 2.49741 0.0 0.0 0.0 0.1082
H -0.91296 2.52639 0.79671 -0.1 0.0 0.0 0.1195
O 1.57805 0.46566 0.12928 0.7 0.3 -0.3 -0.5632
S 2.76567 0.09486 0.95762 -0.1 0.2 -0.1 0.9492
C 3.19376 -1.62503 0.51934 0.0 0.0 0.0 -0.2669
C 3.18072 -1.88589 -0.95436 0.0 0.0 0.1 -0.2771
C 4.36997 -1.91160 -1.67906 0.0 0.0 0.0 -0.0646
C 4.35788 -2.10642 -3.05202 0.0 0.0 0.0 -0.0871
C 3.15122 -2.27458 -3.71439 0.0 0.0 0.0 -0.0930
C 1.96342 -2.25718 -2.99781 0.0 0.0 0.0 -0.0683
C 1.97365 -2.06541 -1.62466 0.1 0.0 0.0 -0.0258
C 4.14779 0.96276 0.15456 0.1 -0.1 0.1 -0.2788
C 3.83044 2.42821 0.17252 0.0 0.0 0.0 -0.2962
C 3.41532 3.06837 -0.98891 0.0 0.0 0.0 -0.0387
C 3.05955 4.40873 -0.96280 0.0 0.0 0.0 -0.0828
C 3.10401 5.11780 0.22850 0.0 0.0 0.0 -0.0959
C 3.51009 4.48245 1.39360 0.0 0.0 0.0 -0.0834
C 3.87209 3.14501 1.36469 0.0 0.0 0.0 -0.0524
H 2.44347 -2.20457 1.06149 0.0 0.0 0.0 0.0909
H 4.17111 -1.81205 0.96938 0.0 0.0 0.0 0.0997
H 5.31536 -1.79116 -1.16134 0.0 0.0 0.0 0.1133
H 5.29002 -2.13312 -3.60169 0.0 0.0 0.0 0.1009
H 3.13823 -2.42802 -4.78585 0.0 0.0 0.0 0.0993
H 1.01864 -2.39746 -3.50731 0.0 0.0 0.0 0.1044
H 1.04529 -2.06464 -1.07420 -0.1 0.0 0.1 0.0866
H 4.23802 0.58091 -0.86166 0.0 0.0 0.0 0.0867
H 5.05035 0.73229 0.72532 0.0 0.0 0.0 0.1055
H 3.36031 2.50784 -1.91366 0.0 0.0 0.0 0.1171
H 2.74496 4.89947 -1.87505 0.0 0.0 0.0 0.1007
H 2.82584 6.16355 0.24955 0.0 0.0 0.0 0.0988
H 3.54701 5.02963 2.32671 0.0 0.0 0.0 0.1021
H 4.18247 2.65013 2.27762 0.0 0.0 0.0 0.1148
Br -5.19181 -7.68024 -1.14887 0.0 0.0 0.0 0.7240
C -4.24919 -6.13559 -0.58290 0.0 0.0 0.0 -0.6909
C -2.99667 -5.87565 -1.11465 0.0 0.0 0.0 -0.1199
C -2.31611 -4.74242 -0.70189 0.0 0.0 0.0 -0.0093
C -2.88433 -3.88200 0.23043 0.1 -0.1 -0.1 -0.1299
C -4.13899 -4.16395 0.75717 0.0 0.0 0.0 -0.0090
C -4.82978 -5.29433 0.35291 0.0 0.0 0.0 -0.1203
C -2.16518 -2.64545 0.65859 -0.1 0.2 0.3 -0.6001
O -0.99929 -2.43517 0.14474 0.2 0.8 0.4 -0.1543
O -2.67921 -1.85031 1.45545 -1.0 -0.9 -0.1 -0.0430
H -2.56285 -6.55068 -1.83886 0.0 0.0 0.0 0.0998
H -1.33587 -4.51433 -1.09735 0.0 0.0 0.0 0.1177
H -4.56024 -3.48912 1.48961 0.0 0.0 0.0 0.1191
H -5.80525 -5.52332 0.75847 0.0 0.0 0.0 0.0994
C -3.93826 2.73679 -1.98579 -0.1 0.0 0.0 -0.0406
N -2.79089 1.84889 -1.89773 0.1 -0.2 0.1 -0.1345
C -1.74617 1.91172 -2.91333 0.0 0.0 -0.1 -0.0180
C -2.60996 1.01182 -0.86234 -0.3 0.1 0.1 -0.4773
C -3.65941 0.95777 0.21082 0.1 0.0 0.0 0.0225
O -1.58188 0.31765 -0.81951 0.6 -0.2 0.7 -0.0601
H -3.79584 3.40231 -2.83255 0.0 0.0 0.0 0.0867
H -4.04149 3.35043 -1.09005 0.0 0.0 0.0 0.0924
H -4.86731 2.18511 -2.14023 0.0 0.0 0.0 0.0939
H -2.15951 2.34570 -3.82042 0.0 0.0 0.0 0.0865
H -1.37787 0.91108 -3.12390 0.0 0.0 0.0 0.0924
H -0.89990 2.51427 -2.57530 0.0 0.0 0.0 0.0983
H -4.66782 0.99925 -0.19709 0.0 0.0 0.0 0.0852
H -3.53562 1.81080 0.88380 0.0 0.0 0.0 0.0900
H -3.51996 0.04298 0.78286 0.0 0.0 0.0 0.0635

***

70
Properties=species:S:1:pos:R:3:forces:R:3:nbo_charge:R:1 method="wB97M-V/def2-TZVPD" e_tot_ha=-2375.22109
C -1.06683 -1.62713 0.91948 0.8 -0.7 -0.3 -0.3638
C -0.97522 -2.04007 -0.44775 0.5 -0.1 0.5 -0.3917
C 0.40714 -1.98780 -0.83029 -0.3 -0.3 0.6 -0.3835
H -1.80463 -2.43059 -1.04068 0.3 0.3 0.2 0.2372
C 1.15980 -1.53639 0.29833 -0.4 -0.9 0.0 -0.3695
C 0.25964 -1.34921 1.38010 -0.4 -0.7 -0.1 -0.3346
H 0.54358 -1.17780 2.42249 -0.1 0.3 -0.6 0.2474
H -1.95807 -1.65138 1.53845 0.1 0.2 -0.2 0.2411
H 0.82716 -2.36402 -1.76177 -0.1 0.4 0.1 0.2500
H 2.23822 -1.43970 0.36256 -0.2 0.1 -0.1 0.2589
Y -0.24330 0.44893 -0.38074 0.1 0.5 0.2 1.8117
Cl 1.89257 1.51529 -1.09998 0.4 0.3 0.0 -0.6072
P -0.02925 0.36891 -3.46490 -0.3 0.1 -1.1 0.8279
C 1.08662 -0.71898 -4.44820 0.5 -0.4 0.2 -0.2430
C 0.67978 -1.38894 -5.61323 0.2 0.1 0.1 -0.2428
H -0.35709 -1.34466 -5.93790 0.2 0.0 0.1 0.2275
C 1.60746 -2.09188 -6.38936 0.0 0.2 0.4 -0.2045
H 1.27095 -2.58953 -7.30136 0.2 0.1 0.3 0.2185
C 2.94518 -2.13561 -5.99105 0.0 0.0 0.0 -0.2038
H 3.66653 -2.68339 -6.59747 -0.1 0.1 0.2 0.2170
C 3.36477 -1.48466 -4.82460 -0.3 0.0 -0.1 -0.2121
H 4.41338 -1.51666 -4.51911 -0.4 0.0 -0.1 0.2226
C 2.43729 -0.78133 -4.05454 -0.2 -0.1 -0.2 -0.2223
H 2.75295 -0.24654 -3.15969 0.0 -0.1 -0.1 0.2451
C -1.62712 -0.07904 -4.24795 -0.3 -0.2 -0.1 -0.3655
C -2.23983 -1.26929 -3.81119 -0.3 0.4 -0.4 -0.1601
H -1.74778 -1.89069 -3.06628 -0.1 0.2 -0.1 0.2086
C -3.45903 -1.66854 -4.35950 0.3 0.2 -0.1 -0.2130
H -3.93419 -2.58192 -4.00244 0.1 0.2 -0.2 0.2173
C -4.05004 -0.89947 -5.36722 -0.1 0.0 0.0 -0.2100
H -5.00188 -1.21424 -5.79839 0.3 0.1 0.1 0.2179
C -3.43208 0.26060 -5.83198 0.3 -0.1 0.3 -0.2058
H -3.87211 0.85179 -6.63454 0.0 -0.2 0.2 0.2195
C -2.22026 0.67564 -5.26648 -0.3 -0.3 0.1 -0.2036
H -1.73121 1.57223 -5.63873 -0.1 -0.1 0.1 0.2300
C 0.31993 1.97369 -4.30312 0.0 0.5 0.3 -0.3434
C 1.03881 2.08018 -5.50308 -0.2 0.3 0.1 -0.1495
H 1.44701 1.19173 -5.98028 -0.1 0.2 0.1 0.2168
C 1.22454 3.32921 -6.10830 -0.2 -0.2 0.3 -0.2139
H 1.77327 3.38763 -7.05160 -0.2 0.1 0.3 0.2177
C 0.70177 4.47380 -5.50382 0.0 0.0 0.0 -0.2042
H 0.84818 5.44637 -5.97405 0.0 -0.2 0.1 0.2175
C -0.00985 4.38321 -4.30087 0.0 -0.2 -0.1 -0.2093
H -0.42183 5.27723 -3.82750 0.2 -0.3 -0.2 0.2200
C -0.19833 3.13821 -3.69997 0.4 -0.2 -0.5 -0.1817
H -0.75060 3.06502 -2.76335 0.1 0.0 -0.1 0.2058
C -0.20992 4.76001 3.42948 0.0 0.2 0.0 -0.6175
C 0.54098 3.81834 4.34657 0.0 -0.3 0.3 -0.3784
C 0.15649 2.32323 4.16890 -0.2 -0.4 -0.5 -0.2440
C 0.70106 1.49817 5.36170 -0.4 -0.1 0.0 -0.3720
C 2.18425 1.66563 5.60021 0.3 0.0 -0.2 -0.6323
C -1.36965 2.14968 4.22365 -0.4 0.4 0.9 0.7254
O -2.00033 2.25075 5.26432 0.5 0.0 -1.1 -0.5729
N -2.06152 1.88509 3.03858 -0.8 -0.2 0.1 -0.6559
C -1.48539 1.53890 1.84712 1.3 0.2 -0.2 0.7899
O -2.15842 1.21838 0.81382 0.3 0.4 0.9 -0.7401
N -0.14053 1.51155 1.76720 -1.1 0.3 -0.3 -0.7726
C 0.70848 1.76501 2.82770 1.1 -0.6 -0.5 0.6988
O 1.89681 1.49400 2.66051 -1.2 0.6 0.6 -0.5718
H -0.08218 4.47369 2.38050 -0.1 0.1 0.1 0.2100
H 0.16867 5.77855 3.56122 -0.1 -0.1 -0.1 0.2215
H -1.27580 4.76193 3.68595 0.1 0.0 -0.2 0.2064
H 1.63012 3.91233 4.22586 -0.3 -0.1 -0.1 0.2302
H 0.32202 4.06948 5.39314 0.0 0.0 -0.2 0.2155
H 0.14585 1.81862 6.25389 0.0 -0.2 -0.3 0.2283
H 0.44093 0.44317 5.18234 0.2 0.2 0.1 0.2019
H 2.39562 2.63475 6.06686 0.1 -0.2 -0.1 0.1994
H 2.52106 0.87470 6.27180 0.1 0.1 0.0 0.2125
H 2.70615 1.58964 4.63711 0.1 0.0 0.5 0.2509
H -3.06986 1.76744 3.12985 0.3 0.1 0.0 0.4296

***

65
Properties=species:S:1:pos:R:3:forces:R:3:nbo_charge:R:1 method="wB97M-V/def2-TZVPD" charge=+1 e_above_lowest_kcal_mol=0.00
C -2.81491 2.41825 0.93457 0.1 1.1 -0.8 -0.7246
C -3.20740 1.13870 0.34505 -0.5 -2.0 1.8 0.3095
N -3.15579 -0.00797 1.00452 0.2 2.4 -1.1 -0.2586
C -3.60271 -1.24292 0.47136 -0.3 -1.6 0.0 0.1712
C -4.18608 -1.48314 -0.75672 0.0 -0.3 0.1 -0.2110
C -4.54160 -2.81359 -1.04715 0.2 0.1 0.4 -0.1877
C -4.30840 -3.84290 -0.11431 0.0 0.3 -0.1 -0.1660
C -3.72077 -3.57600 1.12934 0.0 0.5 -0.1 -0.1728
C -3.36694 -2.25898 1.42067 -0.6 -0.3 -1.3 -0.0786
C -2.76141 -1.64795 2.57193 0.5 0.8 0.8 0.0355
C -2.63250 -0.25870 2.31225 0.2 -1.0 0.9 0.0759
C -2.08830 0.59576 3.25593 0.1 0.1 0.1 -0.1979
C -1.65395 0.04247 4.47421 -0.2 -0.3 -0.2 -0.1778
C -1.77718 -1.33257 4.73333 0.0 0.3 -0.2 -0.1638
C -2.33519 -2.19277 3.78046 -0.1 0.4 -0.4 -0.1842
H -3.03961 3.17125 0.16706 0.2 0.0 0.4 0.2621
H -3.37238 2.68190 1.84573 0.1 -0.3 -0.2 0.2775
H -1.73744 2.47273 1.15137 -0.2 -0.1 -0.1 0.2772
H -3.70148 1.10922 -0.62327 0.3 -0.1 0.1 0.2279
H -4.35292 -0.66042 -1.44949 -0.1 -0.4 -0.1 0.2201
H -5.00254 -3.04731 -2.00633 0.1 0.1 0.3 0.2413
H -4.59210 -4.86496 -0.36885 0.1 0.3 0.1 0.2406
H -3.52727 -4.34726 1.87428 -0.1 0.0 -0.3 0.2358
H -2.00520 1.65948 3.06255 0.1 -0.3 0.3 0.2292
H -1.22034 0.69959 5.22829 -0.1 -0.2 -0.2 0.2400
H -1.43587 -1.73040 5.68949 -0.1 0.1 -0.3 0.2404
H -2.45175 -3.26483 3.93817 0.1 0.3 0.2 0.2345
O 3.39892 1.83874 -1.84689 -0.3 0.8 0.1 -0.7197
C 2.53703 0.86969 -1.27058 0.4 -0.2 0.0 0.1863
C 2.91944 -0.43770 -1.97175 -0.5 0.2 0.2 -0.0540
C 4.23021 -0.59422 -2.41491 0.1 -0.5 -0.2 -0.1347
C 4.59996 -1.77835 -3.06491 -0.2 0.2 0.2 -0.2140
C 3.66241 -2.79485 -3.26649 0.0 0.1 0.1 -0.2129
C 2.34853 -2.63297 -2.82000 0.0 0.3 0.1 -0.2128
C 1.97088 -1.44885 -2.17765 0.4 -0.1 -0.1 -0.2340
C 2.76560 0.80124 0.25684 0.2 -0.5 -0.4 0.0549
C 3.15556 1.93522 0.96886 0.1 -0.1 0.4 -0.2606
C 3.40613 1.83989 2.34486 -0.2 -0.1 -0.2 -0.1943
C 3.25259 0.61752 3.00678 0.0 0.1 -0.2 -0.2271
C 2.86099 -0.51624 2.29028 -0.1 0.2 -0.3 -0.2058
C 2.62436 -0.42666 0.91424 0.0 0.3 0.4 -0.2485
C 1.06883 1.25248 -1.53027 -0.4 -1.1 -0.2 -0.0407
C 0.70045 1.38763 -3.02696 0.6 0.2 0.4 -0.4179
C -0.36807 2.48006 -3.03297 -0.4 -0.2 0.0 -0.4084
C -0.07242 3.34375 -1.79857 0.2 0.7 -0.4 -0.2016
N 0.78555 2.52716 -0.98245 0.3 1.1 0.7 -0.6842
H 3.07726 2.72946 -1.60859 0.0 -0.6 -0.1 0.4810
H 4.95261 0.21156 -2.26708 -0.3 -0.4 0.0 0.2341
H 5.62807 -1.88804 -3.40659 -0.3 -0.1 0.0 0.2207
H 3.95195 -3.71516 -3.77213 0.0 0.2 0.1 0.2206
H 1.60027 -3.41361 -2.96336 0.3 0.1 0.0 0.2131
H 0.94169 -1.31193 -1.82486 0.5 -0.2 -0.2 0.2035
H 3.29455 2.89469 0.46017 0.0 -0.4 0.2 0.2168
H 3.73160 2.72922 2.88460 -0.1 -0.3 -0.1 0.2183
H 3.44818 0.54533 4.07577 0.0 0.0 -0.2 0.2188
H 2.75295 -1.48305 2.78183 0.1 0.3 0.0 0.2159
H 2.34559 -1.31289 0.34061 0.1 0.3 0.3 0.2285
H 0.41954 0.49520 -1.04928 0.2 -0.2 -0.2 0.1560
H 1.60206 1.72033 -3.56335 -0.3 -0.1 0.1 0.2337
H 0.38252 0.43168 -3.45131 0.0 0.3 0.0 0.2266
H -0.35215 3.06157 -3.95382 -0.1 0.0 0.0 0.2285
H -1.35645 2.02044 -2.93157 0.0 0.1 -0.1 0.1817
H 0.46971 4.25360 -2.10689 -0.3 -0.1 0.1 0.1842
H -0.97495 3.67344 -1.26309 0.0 -0.1 -0.2 0.1610
H 0.83006 2.67800 0.01704 -0.1 -0.2 -0.3 0.3912